Record 1
Computed, not measured: a cluster of 2 separate species, C4H7NOS in total, with ωB97M-V with the def2-TZVPD basis set.

Each line ends with the natural charge from an NBO analysis.
Positions of all 14 atoms, in Å:
C: 1.23 0.99 -0.12  0.031
C: 0.16 -1.74 0.64  -0.432
C: -1.06 -0.91 0.26  -0.489
C: 0.06 -0.97 -0.65  -0.112
N: 0.46 2.02 -0.18  -0.333
O: -0.76 2.02 -0.86  -0.559
S: 2.74 1.01 0.49  -0.141
H: 0.76 -1.40 1.40  0.238
H: -0.03 -2.81 0.68  0.223
H: -2.00 -1.44 0.02  0.223
H: -1.31 0.02 0.76  0.219
H: 0.33 -1.01 -1.68  0.239
H: 0.59 3.05 0.03  0.413
H: -1.18 1.18 -0.81  0.480

Computed properties:
Gap between HOMO and LUMO (spin up / spin down) (eV): 7.57 / 7.58
LUMO level (spin up / spin down) (eV): -0.257 / -0.255
HOMO (spin up / spin down) (eV): -7.83 / -7.83
Energy above the lowest of the compared OMol25 structures with the same formula, charge and spin (eV): 6.253


Record 2
Computed, not measured: an isolated molecule of C4H8O3, with ωB97M-V with the def2-TZVPD basis set.

Each line ends with the natural charge from an NBO analysis.
Positions of all 15 atoms, in Å:
C: 2.57 -0.03 0.55  -0.262
O: 1.19 0.33 0.64  -0.518
C: 0.32 -0.53 0.07  0.779
O: 0.64 -1.47 -0.61  -0.580
C: -1.14 -0.07 0.40  -0.017
C: -1.43 0.71 -0.84  -0.557
O: -2.15 -1.03 0.41  -0.678
H: 2.73 -1.01 1.03  0.195
H: 3.12 0.74 1.09  0.197
H: 2.90 -0.09 -0.49  0.196
H: -1.08 0.53 1.33  0.184
H: -0.87 1.67 -0.88  0.233
H: -2.71 0.65 -0.84  0.145
H: -1.21 0.09 -1.71  0.232
H: -2.88 -0.48 -0.15  0.451

Computed properties:
Gap between HOMO and LUMO (eV): 11.03
LUMO level (eV): 0.775
HOMO (eV): -10.26
Energy above the lowest of the compared OMol25 structures with the same formula, charge and spin (eV): 2.500